No. 1
66
Properties=species:S:1:pos:R:3:mulliken_charge:R:1 method="wB97M-V/def2-TZVPD" homo_lumo_gap_ev=8.61 e_tot_ha=-1218.11308 e_above_lowest_kj_mol=19.3 homo_energy_ev=-8.0
C -2.1447 -4.3072 0.4300 -1.2222
C -3.4918 -3.6214 0.2347 -0.5011
C -3.3543 -2.1014 0.2293 0.2248
C -4.6844 -1.3944 -0.0155 -1.1222
C -4.5402 0.1297 0.0685 -0.2120
C -4.2479 0.5764 1.4671 -0.7177
C -3.1554 1.1960 1.8883 -0.7234
C -1.9858 1.5928 1.0357 0.7630
C -2.2863 2.7909 0.1747 -0.0265
C -1.3749 3.4672 -0.5077 -1.1674
C 0.0940 3.1468 -0.5018 1.2744
C 0.7303 3.6013 0.7804 -0.5982
C 1.5248 2.8903 1.5668 -0.8239
C 1.9872 1.4827 1.3162 0.5763
C 3.2223 1.5058 0.4604 -0.0789
C 4.3758 0.8935 0.6781 -0.4008
C 4.7522 0.0009 1.8200 -0.7360
C 5.2654 -1.3561 1.3262 -0.7858
C 4.1512 -2.2114 0.7163 -0.5406
C 3.6347 -1.5734 -0.5647 0.5671
O 4.3667 -1.2977 -1.4885 -0.6540
N 2.2845 -1.3798 -0.5676 0.0635
C 1.4995 -0.7014 -1.5073 -0.8805
C 0.1167 -0.7417 -1.3529 0.1932
C -0.7097 -0.0525 -2.2209 0.1882
C -0.1650 0.6974 -3.2554 0.7881
O -0.9380 1.4071 -4.1218 -0.6094
C 1.2170 0.7305 -3.4160 -0.8722
C 2.0425 0.0383 -2.5548 -0.7630
H -1.6959 -4.0027 1.3736 0.3204
H -2.2619 -5.3882 0.4401 0.3954
H -1.4628 -4.0455 -0.3771 0.2501
H -4.1718 -3.9206 1.0354 0.3506
H -3.9302 -3.9480 -0.7112 0.3161
H -2.6494 -1.8148 -0.5545 -0.2293
H -2.9455 -1.7695 1.1871 0.3582
H -5.0639 -1.6695 -1.0027 0.4002
H -5.4148 -1.7279 0.7254 0.4015
H -3.7573 0.4638 -0.6125 -0.0176
H -5.4805 0.5890 -0.2514 0.3495
H -5.0289 0.3441 2.1807 0.4247
H -3.0853 1.4767 2.9310 0.4122
H -1.6941 0.7603 0.3874 -0.5603
H -1.1287 1.8203 1.6729 0.4100
H -3.3257 3.0873 0.1294 0.4446
H -1.6782 4.3238 -1.0941 0.4134
H 0.5788 3.6652 -1.3333 0.5322
H 0.2463 2.0769 -0.6467 -1.3999
H 0.4874 4.6185 1.0612 0.3872
H 1.9361 3.3543 2.4539 0.4006
H 2.1785 0.9875 2.2685 0.5293
H 1.2093 0.9251 0.7869 -0.6002
H 3.1145 2.1120 -0.4296 0.2560
H 5.1690 1.0252 -0.0467 0.2885
H 3.9140 -0.1521 2.5015 0.2532
H 5.5560 0.4852 2.3837 0.3917
H 6.0337 -1.1984 0.5677 0.3554
H 5.7130 -1.9001 2.1611 0.4458
H 3.3485 -2.3547 1.4419 0.2814
H 4.5618 -3.1895 0.4545 0.3199
H 1.7688 -1.7273 0.2285 0.2512
H -0.3148 -1.3155 -0.5431 0.3548
H -1.7841 -0.0900 -2.0940 0.0153
H -1.8679 1.3136 -3.8839 0.3026
H 1.6290 1.3110 -4.2255 0.4082
H 3.1106 0.0654 -2.6840 0.5843

***

No. 2
14
Properties=species:S:1:pos:R:3:mulliken_charge:R:1 method="wB97M-V/def2-TZVPD" total_charge=+1 homo_lumo_gap_ev=10.51 smiles="CC(=[NH2+])N1N[C@@H]1F" e_tot_ha=-382.30470 e_above_lowest_kj_mol=232.2 homo_energy_ev=-15.1
C 0.6095 -1.5702 -0.7809 -0.8246
C 0.2537 -0.1703 -0.7412 0.5978
N 0.7685 0.9290 -1.2243 -0.2253
N -0.9155 0.1461 0.2225 -0.2190
N -0.9100 1.4488 0.8486 -0.5170
C -0.7081 0.2587 1.6360 0.2718
F 0.6010 0.1759 1.9699 -0.2431
H 1.5264 -1.8943 -1.3644 0.3787
H 0.6865 -1.7625 0.3412 0.2976
H -0.3775 -2.0132 -1.1102 0.3320
H 1.4276 1.0159 -1.9398 0.2384
H 0.3188 1.7888 -1.0556 0.2322
H -1.9145 1.7487 0.8192 0.2775
H -1.3666 -0.1014 2.3791 0.4030

***

No. 3
71
Properties=species:S:1:pos:R:3:mulliken_charge:R:1 method="wB97M-V/def2-TZVPD" total_charge=+1 homo_lumo_gap_ev=7.57 e_tot_ha=-4886.27763 homo_energy_ev=-12.1
C 4.4969 -0.2112 1.6947 0.2175
C 3.8372 0.1781 0.7735 -0.3606
C 3.1545 0.4925 -0.4947 -1.2885
N 1.9478 -0.3455 -0.6579 -0.0366
C 0.7253 0.1840 -0.4522 0.4264
C 0.5041 1.6253 -0.0965 -0.8584
C -0.8639 2.1689 -0.5883 -0.6669
F -0.7024 3.5149 -0.8048 -0.3766
C -0.3701 -0.6532 -0.5514 -0.1204
C -0.2561 -1.9998 -0.8845 0.2614
P -1.8495 -2.9132 -0.9574 0.8283
N -1.7429 -4.4468 -0.9184 -0.7580
O -2.6469 -2.3979 -2.2578 -0.4931
O -2.6720 -2.3690 0.3263 -0.5102
C 1.0330 -2.5335 -1.1082 -0.0634
C 1.2273 -3.9914 -1.4531 -1.3587
C 0.8083 -4.2985 -2.9170 -1.3384
C 2.1068 -1.6554 -0.9821 0.7958
Br 3.8596 -2.3281 -1.2460 -0.0052
H 4.8956 -0.7493 2.5271 0.4476
H 3.8444 0.3523 -1.3263 0.6969
H 2.9061 1.5495 -0.4716 0.1682
H 0.6287 1.7385 0.9833 0.5160
H 1.2327 2.3052 -0.5453 0.3585
H -1.6458 2.0170 0.1531 0.1810
H -1.0888 1.6391 -1.5199 0.4914
H -1.3623 -0.2662 -0.3519 0.8098
H -2.1815 -4.8771 -1.7243 0.2716
H -3.4267 -1.8764 -2.0134 0.3295
H -2.0858 -2.1910 1.0782 0.2773
H 2.2672 -4.2950 -1.3689 0.7514
H 0.6692 -4.6111 -0.7485 0.4572
H 0.8015 -3.3848 -3.5241 0.3444
H -0.1815 -4.7381 -2.9780 0.2784
H 1.5501 -4.9468 -3.3868 0.3755
C -0.4726 4.9771 -3.6404 -0.1985
C -0.9980 6.0471 -4.2312 -0.4831
C -0.6708 6.3838 -5.6400 0.2944
O -1.1449 7.3568 -6.1804 -0.5226
C 0.2626 5.4794 -6.3605 -0.3663
C 0.7859 4.4097 -5.7664 -0.4110
C 0.4571 4.0768 -4.3610 0.4094
O 0.9315 3.0968 -3.8144 -0.5202
H -0.6934 4.7114 -2.6164 0.5519
H -1.6798 6.7163 -3.7221 0.4428
H 0.4880 5.7413 -7.3863 0.4094
H 1.4675 3.7394 -6.2743 0.4125
C 1.2122 -3.4246 2.2493 0.0603
C 2.3074 -4.1771 2.2631 -0.1284
C 2.6319 -5.0422 3.4254 -0.0134
O 3.6298 -5.7252 3.4379 -0.5190
C 1.6801 -5.0283 4.5670 -0.4667
C 0.5825 -4.2724 4.5476 -0.4792
C 0.2630 -3.4121 3.3839 0.0909
O -0.7373 -2.7224 3.3494 -0.5009
H 0.9587 -2.7894 1.4095 0.6075
H 2.9997 -4.1962 1.4294 0.4835
H 1.9300 -5.6644 5.4063 0.4267
H -0.1218 -4.2512 5.3692 0.4479
C -3.8701 1.6381 4.3228 -0.4134
C -2.8745 1.3587 3.4862 -0.2425
C -1.8749 2.3847 3.1147 0.2849
O -0.9630 2.1282 2.3449 -0.4559
C -2.0167 3.7330 3.7061 -0.3739
C -3.0110 4.0173 4.5434 -0.4079
C -4.0172 2.9915 4.9194 0.2535
O -4.9205 3.2453 5.6808 -0.5124
H -4.6122 0.9036 4.6084 0.4470
H -2.7483 0.3784 3.0434 0.4848
H -1.2725 4.4651 3.4194 0.4406
H -3.1339 4.9970 4.9868 0.4186

***

No. 4
163
Properties=species:S:1:pos:R:3:mulliken_charge:R:1 method="wB97M-V/def2-TZVPD" total_charge=+2 homo_lumo_gap_ev=6.11 e_tot_ha=-6137.40518 homo_energy_ev=-11.4
C 4.9709 -2.0863 -3.4328 -1.1237
C 3.7446 -2.7894 -4.0297 0.5689
C 3.7965 -4.3261 -4.2736 -0.6795
O 2.5673 -4.7827 -4.6732 -0.1732
C 2.4902 -6.1367 -4.6803 -0.7333
N 2.5257 -2.5212 -3.1303 1.8112
H 2.5352 -2.8940 -2.1916 -0.4799
H 2.4530 -1.5142 -3.1036 -0.3284
H 1.6036 -2.7392 -3.4800 0.3974
H 4.9316 -0.9999 -3.5127 0.2208
H 5.8827 -2.3084 -3.9872 0.4874
H 5.1218 -2.2338 -2.3635 0.0785
H 3.5645 -2.3867 -5.0265 0.4024
H 4.0858 -4.7668 -3.3195 0.1856
H 4.5501 -4.5482 -5.0291 0.3984
H 3.0264 -6.7308 -3.9403 0.3559
H 2.8125 -6.5593 -5.6320 0.3247
H 1.4391 -6.3453 -4.4811 0.1177
C 2.8321 -1.3708 4.3168 -1.1290
C 1.7758 -0.4499 4.8612 0.3290
C 2.2541 0.5575 5.9341 -1.0082
O 1.2481 1.5169 6.3231 -0.2534
C 1.5178 2.3295 7.4296 -0.8016
N 1.1886 0.2978 3.7181 0.5941
H 0.9197 -0.2646 2.9234 -0.1622
H 0.2838 0.6605 3.9826 0.5335
H 1.7890 0.9985 3.3075 -0.2480
H 2.4658 -1.8047 3.3864 0.0009
H 3.2803 -2.0328 5.0578 0.5242
H 3.6817 -0.8028 3.9377 0.3701
H 0.9305 -0.9954 5.2807 0.4988
H 3.1186 1.0295 5.4672 0.3616
H 2.6255 -0.1545 6.6711 0.5108
H 1.8663 3.3349 7.1937 0.2638
H 2.0271 1.8192 8.2471 0.3904
H 0.4813 2.4181 7.7553 0.2730
C 0.6904 5.2726 -1.1153 -1.4278
C 1.6937 5.2138 -2.1896 0.9534
C 1.1237 5.6549 -3.6083 -0.8804
O 2.1516 6.1074 -4.4148 -0.4163
C 1.8281 6.4895 -5.8051 -0.8151
N 2.7948 6.1389 -1.7678 -0.1231
H 3.1806 5.8083 -0.8949 0.2997
H 3.4974 6.2436 -2.4857 0.3829
H 2.5089 7.0875 -1.5713 0.3644
H -0.0184 4.4626 -1.2871 -0.1822
H 0.0593 6.1613 -1.1116 0.5314
H 1.0848 5.1559 -0.1058 0.3866
H 2.1715 4.2345 -2.1650 -0.1411
H 0.5077 6.5436 -3.4716 0.6672
H 0.6094 4.8118 -4.0695 0.3800
H 1.4717 5.7114 -6.4800 0.3035
H 2.6202 7.0363 -6.3168 0.3072
H 1.0386 7.2409 -5.7949 0.3408
C -0.3048 3.9215 4.7280 -1.4194
C -1.5345 4.2008 3.8959 0.3582
C -2.2593 5.4678 4.3318 -0.9797
O -3.3021 5.9518 3.4782 -0.3604
C -4.3536 4.9628 3.3464 -0.5768
N -1.1459 4.1275 2.3696 0.9270
H -0.5514 3.3481 2.1261 -0.3450
H -1.8586 4.1971 1.6573 -0.2725
H -0.6334 4.9952 2.3022 0.4120
H -0.6753 3.6539 5.7176 0.4072
H 0.3009 4.8248 4.6555 0.3813
H 0.3244 3.1069 4.3692 0.2257
H -2.2636 3.4013 4.0275 0.4384
H -1.4642 6.2110 4.2717 0.4457
H -2.6127 5.5073 5.3621 0.4885
H -5.2909 5.5077 3.2341 0.3037
H -4.4547 4.4060 4.2780 0.3909
H -4.2590 4.2116 2.5623 0.0672
C -4.6366 -2.3757 2.2123 -1.2588
C -5.9431 -1.6132 2.0475 0.2271
C -6.1205 -1.3294 0.5544 -1.0211
O -5.1669 -0.3032 0.1631 -0.2400
C -5.5537 1.0883 0.5683 -0.8858
N -7.0829 -2.4584 2.5791 -0.1558
H -7.9432 -2.1112 2.1797 0.3530
H -6.8253 -3.4144 2.3798 0.3725
H -7.1175 -2.3749 3.5850 0.3776
H -4.6013 -3.4377 1.9695 0.5082
H -4.3741 -2.3725 3.2702 0.5245
H -3.7405 -1.8991 1.8147 -0.0832
H -5.9397 -0.6820 2.6140 0.3992
H -7.1414 -1.0923 0.2548 0.5017
H -5.8706 -2.2375 0.0058 0.3782
H -5.9271 1.7437 -0.2185 0.2977
H -4.7590 1.6335 1.0776 0.2198
H -6.4344 1.1140 1.2101 0.4476
C -1.7840 -6.5894 -0.6963 -1.6829
C -0.6926 -5.7295 0.0016 0.6992
C -1.1857 -4.9784 1.2798 -0.4961
O -0.0858 -4.1332 1.7616 -0.2866
C -0.4330 -3.1014 2.7132 0.0170
N 0.4196 -6.7746 0.3155 0.0002
H 0.8405 -7.3860 -0.3694 0.4245
H 1.2306 -6.2411 0.5942 -0.0035
H -0.0135 -7.3873 0.9915 0.3905
H -1.4059 -7.1785 -1.5318 0.4747
H -2.5439 -5.9191 -1.0980 0.3091
H -2.2730 -7.3602 -0.1006 0.4593
H -0.1933 -5.1345 -0.7632 -0.0621
H -1.6136 -5.6472 2.0266 0.5045
H -2.0672 -4.4215 0.9620 0.2227
H -1.0886 -3.5499 3.4596 0.5361
H -1.0282 -2.4157 2.1101 -0.1930
H 0.4519 -2.6611 3.1726 -0.2791
C -2.1049 -0.4714 -1.2537 -1.1420
C -0.8364 -0.2567 -0.3731 0.4630
C 0.3588 -1.1615 -0.5737 0.6995
O 1.3537 -0.8472 0.5126 0.8319
C 2.6878 -0.8951 0.0613 0.5622
N -0.3205 1.2260 -0.5519 2.4965
H 0.1981 1.4134 -1.3980 0.0331
H -1.0778 1.8932 -0.5119 -0.5792
H 0.3509 1.4788 0.1590 -0.4616
H -2.3790 -1.5219 -1.3515 0.1766
H -1.8326 -0.2643 -2.2886 0.4087
H -2.9820 -0.0451 -0.7668 0.0110
H -1.1793 -0.1773 0.6585 0.0540
H 0.6969 -1.1002 -1.6081 -0.2987
H 0.0049 -2.1745 -0.3822 -0.4908
H 2.8458 -0.0390 -0.5947 0.1766
H 2.9136 -1.8497 -0.4138 -1.2594
H 3.3308 -0.8846 0.9414 0.4451
O 3.0559 3.7197 0.8405 -0.3564
C 2.3760 2.8075 1.4905 0.0336
O 2.9956 2.0240 2.1800 -0.9234
O 1.1593 2.6747 1.2844 -0.3490
H 3.9468 3.6965 1.1974 0.3054
C 3.0212 2.3440 -4.8395 0.4142
F 2.5202 2.8819 -5.9536 -0.2169
F 4.0475 1.5880 -5.1957 -0.1968
F 3.4320 3.3246 -4.0335 -0.2144
S 1.6620 1.2154 -3.9131 1.3028
O 0.9066 2.0898 -2.9952 -1.1326
O 0.8037 0.5978 -4.9351 -0.7996
O 2.3558 0.2696 -3.1026 -0.8215
C 4.8941 -3.7410 0.9125 0.5105
F 5.2932 -2.7917 0.0541 -0.1851
F 5.8787 -4.3569 1.5517 -0.2258
F 4.0968 -3.1693 1.8897 -0.2311
S 3.7939 -5.0791 -0.0791 1.1728
O 3.0692 -5.7726 0.9603 -0.9424
O 2.8819 -4.3030 -0.9030 -0.7572
O 4.7212 -5.8964 -0.8447 -0.7142
C -2.0060 -4.5816 -3.8739 0.5078
F -1.0058 -5.5017 -3.7955 -0.2328
F -2.8943 -4.9366 -4.7770 -0.2046
F -2.5301 -4.4344 -2.6531 -0.2017
S -1.3656 -2.8390 -4.5423 1.0701
O -0.2391 -2.4966 -3.7058 -0.9512
O -0.9298 -3.0089 -5.9603 -0.6958
O -2.4409 -1.8637 -4.3510 -0.6762
C -3.2994 3.7899 -2.5325 0.5961
F -3.9599 2.6532 -2.7054 -0.2049
F -2.0137 3.6269 -2.9994 -0.1839
F -3.9297 4.6975 -3.2572 -0.2112
S -3.2300 4.2728 -0.6650 0.9153
O -4.6039 4.3065 -0.0815 -0.6298
O -2.4375 3.2274 -0.0061 -0.6986
O -2.4733 5.5766 -0.5855 -0.6966

***

No. 5
13
Properties=species:S:1:pos:R:3:mulliken_charge:R:1 method="wB97M-V/def2-TZVPD" total_charge=+1 homo_lumo_gap_ev="6.86 / 6.13" e_tot_ha=-988.90080 multiplicity=3 homo_energy_ev="-11.8 / -13.4"
C -0.6749 1.3323 0.2227 0.9537
C 1.8219 1.2891 0.2666 -0.3909
C 0.4871 1.6650 0.1254 -0.5985
C 2.0832 -0.0661 0.0302 0.1686
C -1.1083 -1.5619 -0.1945 -0.1094
C -2.5179 0.0118 0.1122 -0.0563
N 1.2147 -1.0000 -0.1529 -0.6011
N -1.9210 1.0854 0.1747 -0.3293
N 0.0209 -1.1080 -0.1586 0.2981
I 4.1319 -0.7693 -0.0677 0.2319
I -4.3778 -0.6011 -0.2177 0.4112
H 2.5127 1.9183 0.6038 0.5311
H -1.6724 -2.1956 -0.7441 0.4909

***

No. 6
10
Properties=species:S:1:pos:R:3:mulliken_charge:R:1 method="wB97M-V/def2-TZVPD" homo_lumo_gap_ev=9.04 smiles="O/N=C/C(F)=C(F)F" e_tot_ha=-544.94965 e_above_lowest_kj_mol=439.5 homo_energy_ev=-9.2
O -1.0867 -0.0083 2.5768 -0.4316
N -0.3637 -0.5982 1.4108 -0.2329
C -0.2500 0.3033 0.4260 -0.1805
C 0.4413 -0.2815 -0.7239 0.2832
F 0.7749 -1.5427 -0.2974 -0.2264
C 0.5632 0.3213 -1.9853 0.3214
F 1.0312 -0.2036 -3.0045 -0.1933
F 0.7217 1.6712 -1.9871 -0.2031
H -1.3392 -0.9312 2.9484 0.3846
H -0.4927 1.2698 0.6363 0.4785